# C5H11Br3NSi

2 unconnected molecules or ions with the total composition C5H11Br3NSi at a distorted geometry (wB97M-V/def2-TZVPD, the OMol25 dataset).

Each atom is followed by the atoms it is bonded to, with distances in Å.
Atoms and positions in Å:
1 C 0.074 -1.781 0.551  C2 1.499, C3 1.587, H11 1.143, H12 1.195
2 C -1.254 -1.200 0.929  C1 1.499, C4 1.471, H13 1.060, H14 1.056
3 C 0.516 -1.045 -0.784  C1 1.587, N6 1.474, H15 1.027, H16 1.178
4 C -1.048 0.149 0.380  C2 1.471, N6 1.440, H17 1.127
5 C -1.140 0.449 -1.980  N6 1.453, H18 1.188, H19 1.155, H20 1.150
6 N -0.279 0.196 -0.837  C3 1.474, C4 1.440, C5 1.453, H21 1.062
7 Si 1.913 2.184 1.930  Br8 2.247, Br9 2.270, Br10 2.264
8 Br 1.393 4.370 1.893  Si7 2.247
9 Br 3.486 1.307 3.311  Si7 2.270
10 Br 2.633 1.644 -0.147  Si7 2.264
11 H 0.819 -1.598 1.399  C1 1.143
12 H -0.063 -2.949 0.339  C1 1.195
13 H -2.121 -1.460 0.378  C2 1.060
14 H -1.408 -1.387 1.957  C2 1.056
15 H 1.476 -0.748 -0.995  C3 1.027
16 H 0.175 -1.700 -1.702  C3 1.178
17 H -1.305 1.165 0.793  C4 1.127
18 H -1.893 -0.467 -1.898  C5 1.188
19 H -1.768 1.405 -1.823  C5 1.155
20 H -0.668 0.529 -3.026  C5 1.150
21 H 0.462 0.938 -0.669  N6 1.062

The total charge is +1. Its HOMO-LUMO gap (spin up / spin down) is 7.562 / 7.456 eV. Its energy above the lowest of the compared OMol25 structures with the same formula, charge and spin is 3.231 eV. Its lowest unoccupied orbital energy (spin up / spin down) is -4.31 / -5.45 eV. The maximum force is 5.28 eV/A.

Charges in e, computed with Löwdin, in the same order as the atoms: C -0.130; C -0.164; C -0.118; C -0.056; C -0.009; N -0.235; Si -0.522; Br 0.266; Br 0.250; Br 0.338; H 0.141; H 0.167; H 0.118; H 0.123; H 0.043; H 0.172; H 0.149; H 0.151; H 0.133; H 0.136; H 0.046